No. 1
Formula: C6H9N
Source: the OMol25 dataset
Level of theory: the ωB97M-V functional and the def2-TZVPD basis

As for the energy above the lowest of the compared OMol25 structures with the same formula, charge and spin: 94.9 kcal per mole. For the orbital gap, the calculation gives 0.385 Eh. The total energy comes out at -7854.0451 eV. The lowest unoccupied orbital energy comes out at 1.04 eV.

Last column: Mulliken charge in e.
Geometry (Å):
C (-0.986, 0.755, 0.144)  -0.901
C (0.469, 1.100, 0.425)  -0.274
C (1.033, -0.324, 0.671)  -0.424
C (-0.274, -1.109, 0.822)  -0.522
C (-0.299, -0.474, -1.304)  -0.586
C (0.967, 0.254, -0.708)  -0.206
H (-1.556, 0.983, 1.072)  0.378
H (-1.483, 1.677, -0.354)  0.248
H (1.008, 1.949, 0.750)  0.491
H (1.812, -0.066, 1.352)  0.460
H (0.032, -2.281, 0.683)  0.267
H (-0.650, -0.971, 1.825)  0.316
H (-0.819, 0.289, -1.931)  0.324
H (-0.068, -1.388, -1.810)  0.395
H (1.875, 0.237, -1.423)  0.338
N (-1.062, -0.633, -0.214)  -0.304

No. 2
Formula: C6H9N
Source: the OMol25 dataset
Level of theory: the ωB97M-V functional and the def2-TZVPD basis

As for the energy above the lowest of the compared OMol25 structures with the same formula, charge and spin: 79.6 kcal per mole. For the orbital gap, the calculation gives 0.354 Eh. The total energy comes out at -7854.7062 eV. The lowest unoccupied orbital energy comes out at 1.17 eV.

Last column: Mulliken charge in e.
Geometry (Å):
C (-0.591, 1.559, 0.764)  -0.788
N (-0.353, 0.760, -0.432)  -0.347
C (-0.765, -0.705, -0.569)  -0.246
C (0.444, -0.812, -1.515)  -0.702
C (1.009, 0.146, -0.442)  -0.075
C (0.936, -0.663, 0.870)  -0.763
C (-0.216, -1.322, 0.719)  -0.286
H (-0.058, 2.504, 0.608)  0.291
H (-1.658, 1.762, 0.881)  0.301
H (-0.176, 1.141, 1.715)  0.289
H (-1.788, -0.932, -0.882)  0.449
H (0.271, -0.283, -2.457)  0.324
H (0.895, -1.794, -1.668)  0.319
H (1.867, 0.795, -0.642)  0.438
H (1.256, -0.254, 1.823)  0.428
H (-0.766, -1.906, 1.445)  0.368

No. 3
Formula: C6H9N
Source: the OMol25 dataset
Level of theory: the ωB97M-V functional and the def2-TZVPD basis

As for the energy above the lowest of the compared OMol25 structures with the same formula, charge and spin: 17.4 kcal per mole. For the orbital gap, the calculation gives 0.322 Eh. The total energy comes out at -7857.4051 eV. The lowest unoccupied orbital energy comes out at 1.03 eV. As for the SMILES: Cc1c[nH]c(C)c1.

Last column: Mulliken charge in e.
Geometry (Å):
C (1.566, -1.701, -1.077)  -1.112
C (0.404, -0.898, -0.576)  0.759
C (-0.405, -1.257, 0.476)  -0.795
N (-1.179, -0.183, 0.794)  -0.073
C (-0.845, 0.900, 0.023)  0.211
C (-0.896, 2.192, 0.791)  -1.091
C (0.077, 0.452, -0.905)  -0.574
H (1.746, -2.547, -0.405)  0.306
H (2.479, -1.092, -1.076)  0.282
H (1.425, -2.094, -2.088)  0.259
H (-0.424, -2.138, 1.099)  0.372
H (-1.907, -0.153, 1.489)  0.199
H (0.143, 2.381, 1.088)  0.287
H (-1.301, 3.086, 0.320)  0.291
H (-1.433, 2.003, 1.727)  0.305
H (0.549, 1.049, -1.679)  0.373

No. 4
Formula: C6H9N
Source: the OMol25 dataset
Level of theory: the ωB97M-V functional and the def2-TZVPD basis

As for the energy above the lowest of the compared OMol25 structures with the same formula, charge and spin: 124.5 kcal per mole. For the orbital gap, the calculation gives 0.321 Eh. The total energy comes out at -7852.7611 eV. The lowest unoccupied orbital energy comes out at 1.03 eV. As for the SMILES: CC=C=CN1CC1.

Last column: Mulliken charge in e.
Geometry (Å):
C (-0.533, 2.913, 0.419)  -0.921
C (0.509, 1.796, 0.699)  -0.062
C (0.641, 0.713, -0.008)  0.072
C (1.096, -0.479, -0.295)  -0.496
N (0.524, -1.636, 0.272)  -0.277
C (0.033, -2.605, -0.683)  -0.470
C (-0.908, -1.814, 0.151)  -0.307
H (-0.074, 3.738, -0.129)  0.244
H (-1.034, 3.358, 1.292)  0.325
H (-1.348, 2.535, -0.231)  0.292
H (1.617, 1.384, 0.917)  0.250
H (1.989, -0.631, -0.888)  0.367
H (0.267, -3.636, -0.441)  0.249
H (0.100, -2.337, -1.737)  0.263
H (-1.485, -1.033, -0.349)  0.226
H (-1.394, -2.267, 1.010)  0.245

Please write out number 3 again, unchanged.
Formula: C6H9N
Source: the OMol25 dataset
Level of theory: the ωB97M-V functional and the def2-TZVPD basis

As for the energy above the lowest of the compared OMol25 structures with the same formula, charge and spin: 17.4 kcal per mole. For the orbital gap, the calculation gives 0.322 Eh. The total energy comes out at -7857.4051 eV. The lowest unoccupied orbital energy comes out at 1.03 eV. As for the SMILES: Cc1c[nH]c(C)c1.

Last column: Mulliken charge in e.
Geometry (Å):
C (1.566, -1.701, -1.077)  -1.112
C (0.404, -0.898, -0.576)  0.759
C (-0.405, -1.257, 0.476)  -0.795
N (-1.179, -0.183, 0.794)  -0.073
C (-0.845, 0.900, 0.023)  0.211
C (-0.896, 2.192, 0.791)  -1.091
C (0.077, 0.452, -0.905)  -0.574
H (1.746, -2.547, -0.405)  0.306
H (2.479, -1.092, -1.076)  0.282
H (1.425, -2.094, -2.088)  0.259
H (-0.424, -2.138, 1.099)  0.372
H (-1.907, -0.153, 1.489)  0.199
H (0.143, 2.381, 1.088)  0.287
H (-1.301, 3.086, 0.320)  0.291
H (-1.433, 2.003, 1.727)  0.305
H (0.549, 1.049, -1.679)  0.373

Q: Which value of orbital gap does entry 3 give?
A: 0.322 Eh

Q: The lowest total energy belongs to which entry?
A: number 3

Q: Look up the orbital gap of the second one.
A: 0.354 Eh